Computed, not measured: a 16-piece molecular cluster, C72H168N8O16 overall in a non-equilibrium geometry, with wB97M-V/def2-TZVPD.

Computed properties:
**Largest force on an atom**: 0.0623 Eh/bohr
**Frontier orbital gap**: 8.32 eV
**Lowest unoccupied orbital energy**: 0.2016 eV
**Energy above the lowest of the compared OMol25 structures with the same formula, charge and spin**: 0.0 kcal/mol

```
! RIJCOSX wB97M-V def2-TZVPD def2/J DEFGRID3
* xyz 0 1
O -1.197 4.349 -3.788
H -0.220 4.235 -3.779
H -1.548 3.607 -4.300
O 5.709 2.302 1.711
H 5.235 2.607 0.904
H 5.972 1.419 1.418
O -4.131 3.995 0.206
H -4.019 3.860 1.182
H -5.045 4.215 0.081
O -1.959 5.342 -0.985
H -2.700 5.100 -0.418
H -1.980 4.783 -1.775
O 1.461 4.314 3.056
H 0.784 4.069 3.718
H 0.943 4.977 2.520
O 4.849 1.363 -1.178
H 4.970 1.693 -2.076
H 5.485 0.647 -1.158
O 0.032 5.810 1.077
H -0.626 5.471 0.380
H 0.458 6.630 0.668
O 3.917 2.343 4.334
H 3.221 2.977 4.207
H 4.651 2.561 3.722
C -5.158 0.456 -5.213
C -4.995 -0.426 -3.949
C -4.053 0.212 -2.918
C -4.669 1.472 -2.289
C -5.901 0.970 -1.512
C -6.951 0.473 -2.454
N -6.286 -0.625 -3.200
O -7.261 -1.083 -4.168
C -8.025 -0.154 -1.577
C -7.541 1.537 -3.315
C -4.471 -1.823 -4.309
H -5.201 1.512 -5.013
H -6.048 0.150 -5.690
H -4.336 0.241 -5.912
H -3.877 -0.525 -2.098
H -3.092 0.462 -3.299
H -4.984 2.189 -3.071
H -3.890 1.935 -1.659
H -6.248 1.761 -0.847
H -5.558 0.178 -0.830
H -8.426 0.606 -0.938
H -8.756 -0.614 -2.185
H -7.607 -0.963 -0.927
H -7.674 1.253 -4.342
H -8.627 1.617 -3.001
H -7.042 2.501 -3.377
H -3.483 -1.643 -4.723
H -5.108 -2.264 -5.123
H -4.539 -2.555 -3.504
H -7.516 -1.956 -3.798
C -2.941 -4.520 -1.430
C -3.116 -3.374 -0.424
C -4.545 -2.853 -0.549
C -4.908 -1.937 0.624
C -4.879 -2.830 1.869
C -3.512 -3.314 2.239
N -3.074 -4.011 0.977
O -1.790 -4.618 1.211
C -2.585 -2.231 2.703
C -3.634 -4.344 3.337
C -1.986 -2.364 -0.665
H -3.705 -5.267 -1.229
H -1.900 -4.895 -1.247
H -3.071 -4.116 -2.433
H -4.768 -2.377 -1.496
H -5.286 -3.641 -0.531
H -5.859 -1.427 0.521
H -4.161 -1.174 0.747
H -5.441 -3.724 1.522
H -5.451 -2.378 2.685
H -2.937 -1.667 3.597
H -1.635 -2.625 3.070
H -2.409 -1.424 1.953
H -4.009 -3.795 4.160
H -4.280 -5.190 3.062
H -2.685 -4.816 3.631
H -1.059 -2.888 -0.481
H -1.960 -1.399 -0.152
H -2.011 -2.099 -1.731
H -1.220 -3.828 1.320
C 1.875 -2.383 -3.436
C 1.478 -3.830 -3.810
C 2.362 -4.432 -4.930
C 3.786 -4.648 -4.497
C 3.800 -5.616 -3.287
C 2.902 -5.131 -2.104
N 1.629 -4.751 -2.735
O 0.618 -4.562 -1.792
C 2.636 -6.354 -1.203
C 3.560 -4.039 -1.318
C 0.040 -3.736 -4.379
H 2.941 -2.260 -3.261
H 1.378 -1.999 -2.566
H 1.583 -1.726 -4.244
H 1.908 -5.409 -5.147
H 2.270 -3.747 -5.818
H 4.255 -3.668 -4.334
H 4.400 -5.036 -5.276
H 4.865 -5.794 -3.084
H 3.396 -6.575 -3.666
H 2.090 -6.004 -0.324
H 2.082 -7.130 -1.727
H 3.561 -6.778 -0.772
H 4.275 -4.471 -0.625
H 4.145 -3.317 -1.966
H 2.896 -3.347 -0.743
H -0.496 -4.657 -4.190
H 0.087 -3.661 -5.453
H -0.561 -2.924 -4.021
H 0.750 -3.685 -1.427
C 6.699 -2.714 2.358
C 6.128 -1.273 2.198
C 6.250 -0.394 3.458
C 7.731 -0.024 3.761
C 8.461 0.631 2.567
C 8.266 -0.179 1.239
N 6.849 -0.483 1.162
O 6.488 -0.986 -0.093
C 8.565 0.792 0.020
C 9.167 -1.411 1.126
C 4.683 -1.433 1.751
H 6.916 -3.137 1.381
H 5.951 -3.263 2.868
H 7.682 -2.651 2.856
H 5.751 0.574 3.352
H 5.885 -0.859 4.425
H 8.304 -0.927 4.080
H 7.762 0.635 4.627
H 9.508 0.654 2.814
H 8.119 1.617 2.423
H 8.634 0.253 -0.927
H 7.857 1.586 -0.003
H 9.507 1.306 0.252
H 9.318 -1.856 2.111
H 8.632 -2.145 0.540
H 10.088 -1.145 0.712
H 4.664 -2.178 0.946
H 4.328 -0.492 1.340
H 3.962 -1.759 2.514
H 6.947 -1.841 -0.203
C 1.033 1.200 -10.009
C 1.498 1.961 -8.744
C 0.227 2.404 -8.016
C 0.496 2.947 -6.652
C 1.129 1.805 -5.898
C 2.470 1.473 -6.424
N 2.220 1.083 -7.853
O 3.447 0.691 -8.467
C 3.479 2.640 -6.305
C 3.053 0.255 -5.711
C 2.323 3.256 -9.294
H 0.337 0.376 -9.852
H 1.870 0.782 -10.586
H 0.652 1.849 -10.790
H -0.223 3.161 -8.619
H -0.473 1.543 -7.838
H -0.518 3.295 -6.350
H 1.064 3.889 -6.606
H 0.571 0.854 -5.989
H 1.076 1.920 -4.858
H 3.726 2.743 -5.254
H 4.372 2.262 -6.884
H 3.090 3.619 -6.565
H 3.105 0.434 -4.653
H 2.490 -0.655 -5.901
H 4.026 0.106 -6.153
H 2.527 3.989 -8.550
H 1.836 3.662 -10.187
H 3.338 2.909 -9.565
H 3.333 -0.215 -8.729
C -5.334 1.354 2.324
C -4.721 2.097 3.497
C -3.344 1.461 3.841
C -2.484 2.285 4.785
C -2.207 3.611 4.077
C -3.487 4.369 3.832
N -4.448 3.537 3.085
O -5.653 4.239 2.909
C -4.094 4.840 5.165
C -3.192 5.582 2.952
C -5.677 1.972 4.759
H -4.600 1.178 1.575
H -6.161 1.926 1.894
H -5.703 0.419 2.748
H -3.530 0.499 4.278
H -2.741 1.365 2.908
H -1.575 1.677 4.902
H -2.924 2.409 5.758
H -1.764 3.401 3.116
H -1.608 4.248 4.724
H -4.464 3.909 5.698
H -3.398 5.392 5.786
H -4.978 5.377 4.863
H -2.781 5.204 2.028
H -4.081 6.134 2.692
H -2.505 6.273 3.387
H -5.371 2.204 5.754
H -6.022 0.921 4.737
H -6.553 2.601 4.494
H -6.163 4.292 3.756
C 0.428 -2.854 7.877
C -0.601 -1.924 7.087
C -1.315 -1.003 8.053
C -0.431 0.121 8.585
C 0.190 0.840 7.393
C 1.023 -0.001 6.511
N 0.124 -1.095 6.066
O 0.976 -1.930 5.294
C 1.435 0.752 5.274
C 2.367 -0.461 7.179
C -1.614 -2.744 6.444
H 1.001 -2.304 8.642
H 1.244 -3.235 7.223
H -0.057 -3.698 8.395
H -2.128 -0.515 7.565
H -1.650 -1.570 8.936
H 0.357 -0.386 9.145
H -1.053 0.705 9.284
H 0.832 1.654 7.763
H -0.622 1.266 6.812
H 2.158 0.164 4.701
H 0.549 1.114 4.781
H 2.031 1.540 5.657
H 3.036 0.376 7.194
H 2.267 -0.754 8.244
H 2.835 -1.307 6.725
H -1.144 -3.495 5.805
H -2.182 -2.165 5.738
H -2.190 -3.359 7.140
H 0.910 -1.421 4.486
C 2.046 1.554 1.352
C 0.914 0.536 1.007
C -0.460 1.048 1.464
C -0.836 2.263 0.667
C -0.844 1.870 -0.793
C 0.420 1.315 -1.393
N 0.859 0.246 -0.463
O 2.078 -0.333 -0.896
C 0.147 0.594 -2.686
C 1.517 2.399 -1.765
C 1.060 -0.809 1.725
H 1.741 2.569 1.143
H 2.407 1.460 2.396
H 2.969 1.409 0.815
H -1.163 0.237 1.214
H -0.297 1.214 2.485
H -1.834 2.621 0.930
H -0.170 3.097 0.800
H -1.185 2.721 -1.348
H -1.599 1.111 -0.986
H -0.704 -0.114 -2.588
H 1.014 -0.025 -2.892
H -0.094 1.297 -3.460
H 2.264 1.783 -2.206
H 1.956 2.897 -0.909
H 1.140 3.165 -2.482
H 2.063 -1.239 1.529
H 0.908 -0.636 2.761
H 0.364 -1.537 1.393
H 2.798 0.296 -0.709
*
```